{
  "formula": "C2H4INO",
  "method": "wB97M-V/def2-TZVPD",
  "elements": ["C", "C", "N", "O", "I", "H", "H", "H", "H"],
  "coordinates": [[0.036195, 0.929020, -0.239527], [0.251168, -0.456652, -0.512157], [-0.033526, 1.403300, 0.899426], [0.602914, -1.182798, 0.546090], [-0.521638, 2.109136, -1.974614], [0.627553, -0.700298, -1.425389], [-1.193160, -0.620272, -0.929540], [-0.137270, 2.329888, 0.987729], [0.537963, -0.564802, 1.342050]],
  "forces_ev_per_angstrom": [[-0.7147, 1.9991, -0.9919], [-5.4912, -0.4991, 0.2260], [1.2520, -4.0246, 0.6355], [0.5809, 0.2298, 1.9389], [0.3178, -0.1546, 0.1257], [1.5652, -0.7596, -2.2451], [3.2884, 0.1033, 1.0863], [-0.7991, 4.1259, 0.3816], [0.0007, -1.0201, -1.1570]],
  "orbital_gap_ev": 10.03,
  "charge": 0,
  "relative_energy_kj_mol": 162.8
}